A 12-piece molecular cluster, C33H90O30S12 overall at a distorted geometry. Source: OMol25; level of theory: the ωB97M-V functional and the def2-TZVPD basis.

Geometry as XYZ:
```
165
Properties=species:S:1:pos:R:3:forces:R:3
O 4.406422 7.411441 3.906274 -3.21 -1.29 -0.44
S 3.074150 6.806115 3.656032 1.73 2.54 1.44
O 3.010964 5.426054 3.261110 -0.57 0.63 0.08
O 2.201012 7.066293 5.095374 0.45 -0.42 -1.07
C 1.191864 6.131898 5.555095 -1.28 -1.15 -1.09
C 0.025525 5.941709 4.557357 -0.39 -0.36 -0.08
C 2.171946 7.982845 2.472718 0.21 -1.36 0.99
H 0.688987 6.424106 6.476963 0.87 0.93 0.13
H 1.585935 5.142253 5.786184 0.66 0.18 -0.27
H 0.352793 5.967111 3.517952 -0.14 0.22 0.08
H -0.854832 6.556476 4.744819 0.49 0.94 -0.25
H -0.491085 4.986392 4.650067 0.66 -0.58 0.28
H 1.209332 7.513885 2.268916 0.15 0.01 -0.17
H 2.792578 8.067896 1.580714 -0.02 -0.09 0.17
H 1.994524 8.945302 2.952621 0.38 -0.22 0.17
O 5.742072 -2.959071 -8.391820 1.20 -0.74 0.21
S 6.504661 -3.603516 -7.344493 -0.72 0.67 1.47
O 7.109631 -4.918952 -7.501876 -0.71 1.81 0.00
O 7.652106 -2.535534 -6.745376 -2.27 -1.42 -0.83
C 8.736669 -2.352426 -7.643720 0.97 -1.30 -0.17
C 9.416873 -1.089873 -7.256373 0.55 1.19 0.11
C 5.437285 -3.506317 -5.870948 0.98 0.08 0.61
H 8.470173 -2.468637 -8.694230 -0.51 0.55 0.00
H 9.404055 -3.195572 -7.465370 0.20 -0.08 -0.07
H 8.746643 -0.435845 -6.698579 -0.10 -0.12 0.04
H 9.754767 -0.487499 -8.099634 0.09 -0.23 -0.13
H 10.279137 -1.303500 -6.624730 -0.03 0.14 0.02
H 6.096987 -3.671723 -5.019167 -0.01 -0.52 -0.03
H 4.597893 -4.201586 -5.859733 0.34 -0.11 -0.43
H 5.073136 -2.497558 -5.676259 0.01 0.09 -0.80
O -3.794958 2.227137 -8.813571 -1.57 -0.75 -0.33
S -5.221119 2.442713 -8.747298 -2.02 1.68 -0.24
O -5.778450 3.650062 -9.402496 0.93 -2.48 1.16
O -6.206004 1.124043 -9.245204 2.96 0.63 1.23
C -7.361091 1.333675 -10.023773 0.05 1.04 -1.16
C -8.518935 1.765291 -9.211538 -0.66 0.03 0.41
C -5.686313 2.496585 -6.961854 0.11 0.26 -0.94
H -7.609776 0.433240 -10.585429 0.47 -0.32 0.27
H -7.165410 2.096670 -10.777197 0.20 0.07 -0.03
H -8.885867 0.946015 -8.593275 -0.16 0.06 0.04
H -9.277105 2.073383 -9.931506 -0.33 0.05 0.31
H -8.263126 2.606331 -8.567078 -0.12 0.10 -0.16
H -5.225678 1.691524 -6.389328 -0.16 -0.10 -0.34
H -6.774926 2.521798 -6.913024 0.16 -0.28 0.01
H -5.316356 3.451062 -6.587426 0.17 0.00 -0.22
O -2.293694 -5.308837 -5.265362 -0.90 0.36 0.51
S -3.166598 -4.686776 -6.207245 0.03 1.69 -3.35
O -3.624489 -5.440918 -7.367690 -0.20 0.45 1.64
O -4.440141 -3.850818 -5.535423 2.06 -0.95 0.67
C -5.774584 -3.969492 -5.996061 -0.79 -0.97 -0.81
C -6.627888 -2.928667 -5.344507 -0.11 1.14 0.43
C -2.328616 -3.178992 -6.934597 -0.89 -0.57 1.46
H -6.214444 -4.936924 -5.753769 0.39 -0.29 0.06
H -5.761193 -3.906167 -7.084143 -0.17 0.19 -0.06
H -6.261050 -1.924760 -5.558248 0.08 0.06 -0.05
H -6.672984 -3.014491 -4.258824 0.30 -0.24 0.03
H -7.671002 -2.946965 -5.660225 0.10 -0.32 -0.37
H -1.368016 -3.413155 -7.393415 -0.30 -0.26 0.05
H -2.207906 -2.516991 -6.077114 0.28 0.03 -0.06
H -3.047729 -2.703634 -7.601688 0.14 -0.32 -0.16
O -0.778104 -11.350842 6.414012 -1.24 -0.05 -1.84
S -1.409017 -11.911330 5.219273 1.25 -1.98 -1.33
O -2.678500 -12.612763 5.267050 0.71 1.85 0.22
O -1.390370 -10.936951 3.881305 -0.31 0.92 1.57
C -0.197484 -10.111836 3.737579 1.85 -0.07 0.54
C -0.403270 -8.590866 3.672311 -1.01 -1.27 -0.53
C -0.280264 -13.210186 4.480198 -1.07 1.77 1.74
H 0.404667 -10.529344 2.930605 -0.55 0.16 -0.69
H 0.503332 -10.281974 4.554899 -0.42 -0.20 0.60
H -0.851323 -8.377582 2.701812 -0.38 0.38 0.24
H 0.505470 -7.992075 3.733337 0.14 -0.46 0.24
H -1.068806 -8.386836 4.511075 -0.05 0.57 -0.22
H -1.043836 -13.971083 4.318678 0.79 -0.33 -0.22
H 0.341613 -13.296704 5.371211 0.43 -0.99 -0.48
H 0.240203 -12.808361 3.610858 -0.14 -0.31 0.17
O 0.940604 -5.933720 11.212050 2.21 -0.59 -0.83
S 2.272987 -6.157961 10.646591 -0.20 1.04 -2.71
O 2.543762 -5.675012 9.227016 -0.50 -1.37 4.87
O 3.412032 -5.468893 11.639815 -0.97 0.05 -1.52
C 3.591296 -5.876547 12.990635 0.78 -1.11 1.47
C 2.331158 -6.122672 13.782092 -0.87 0.39 -0.16
C 2.833311 -7.914040 10.718890 -0.18 0.82 -0.14
H 4.226047 -5.175745 13.532925 -0.29 0.84 -0.61
H 4.259673 -6.737063 13.020193 -0.21 -0.55 -0.37
H 1.744654 -6.934356 13.351637 -0.12 0.14 0.08
H 1.745641 -5.203985 13.746495 -0.31 -0.12 -0.21
H 2.417631 -6.322985 14.850035 0.80 -0.14 -0.11
H 2.887247 -8.239235 11.757852 0.14 0.15 -0.10
H 3.797308 -7.875271 10.211649 0.08 -0.04 0.32
H 2.201616 -8.606312 10.162285 -0.35 0.50 -0.01
O 1.521177 0.794118 -2.115836 -1.30 0.03 2.82
S 0.734201 0.853810 -0.871347 -0.55 0.46 -0.37
O -0.556351 0.176025 -0.776593 1.77 0.64 -0.11
O 1.700912 0.371999 0.359847 0.56 0.51 -2.37
C 1.250412 0.034890 1.645220 -0.71 -1.70 1.21
C 2.423865 -0.626014 2.374654 1.54 0.97 -0.35
C 0.525668 2.611582 -0.304459 0.77 -1.16 -1.47
H 0.532532 -0.779636 1.548716 -0.62 0.40 -0.04
H 0.809773 0.896645 2.146545 0.10 -0.03 0.11
H 3.250318 0.078996 2.464146 0.10 0.34 -0.26
H 2.835359 -1.413297 1.743015 -0.28 -0.20 0.06
H 2.377596 -0.976502 3.405734 -1.13 -0.13 -0.16
H -0.172347 2.596558 0.532592 0.49 0.19 0.05
H 0.211487 3.264321 -1.118894 -0.57 -0.44 -0.09
H 1.572417 2.893443 -0.190584 -0.17 0.14 0.96
O 2.756948 7.957515 -8.075480 -1.58 -1.26 1.01
S 1.876700 6.919556 -7.542843 -0.79 -1.80 0.13
O 1.538165 6.740554 -6.109146 0.59 1.10 -3.49
O 0.386483 6.880437 -8.386639 1.44 1.11 1.41
C 0.333222 6.923003 -9.829126 0.98 -1.66 -0.63
C -0.493199 7.957338 -10.523761 -1.17 1.31 0.41
C 2.505507 5.261172 -8.128237 -0.61 1.23 -0.03
H -0.086632 5.945241 -10.065373 -0.19 -0.09 -0.13
H 1.326748 6.856941 -10.272546 0.31 0.45 0.30
H -1.554853 7.729296 -10.428906 -0.06 -0.04 0.14
H -0.332041 8.075853 -11.595248 0.49 -0.64 -0.01
H -0.386451 8.979345 -10.160187 0.30 -0.07 0.40
H 1.705827 4.527338 -8.027749 0.08 0.17 0.47
H 3.399092 5.025894 -7.550081 -0.15 0.03 -0.13
H 2.693026 5.354366 -9.197929 0.35 0.14 0.14
O -4.880271 0.313716 3.201827 -0.81 -0.82 -0.14
S -5.662816 -0.886858 3.353016 0.90 -0.72 -0.64
O -5.010842 -2.101167 3.838235 -1.15 1.46 -0.69
O -6.870199 -0.474039 4.331864 1.44 -0.29 -0.85
C -7.583286 -1.531178 4.948132 -1.13 -0.45 0.90
C -8.206724 -0.865588 6.153424 -0.36 0.16 -0.06
C -6.679194 -1.258530 1.803843 1.06 -0.04 2.06
H -7.012738 -2.411781 5.243263 0.66 0.40 -0.16
H -8.336576 -1.905926 4.255156 -0.25 0.13 -0.08
H -8.870881 -1.544069 6.688836 0.07 0.04 0.05
H -8.775592 -0.003679 5.804694 -0.21 -0.05 0.08
H -7.442958 -0.461875 6.818080 0.06 -0.29 0.04
H -6.061501 -1.598301 0.972512 0.13 0.57 0.13
H -7.241801 -0.329948 1.707423 -0.05 -0.33 -0.52
H -7.261679 -2.119345 2.132193 -0.35 0.24 -0.11
C 4.048084 0.369559 10.216692 -0.66 -0.25 0.97
S 4.732216 1.974453 9.764138 0.14 2.06 1.35
O 3.918241 3.152170 10.336939 0.99 -2.34 -0.77
C 6.223855 1.825021 10.838559 0.17 -0.43 0.27
H 4.616309 -0.463887 9.803676 -0.03 0.29 -0.53
H 2.996535 0.352927 9.930232 0.16 -0.04 -0.47
H 4.026861 0.172592 11.288536 0.19 0.47 0.24
H 6.947771 2.633408 10.735849 -0.29 0.06 -0.61
H 6.702893 0.867736 10.633054 0.12 0.04 -0.41
H 6.028007 1.783682 11.910022 -0.81 0.13 -0.04
C -5.891142 8.399418 1.498534 0.56 -1.58 0.84
S -5.277495 7.691644 -0.137101 0.92 0.88 -0.69
O -3.782738 7.397928 -0.131944 -1.91 0.25 0.72
C -6.132774 6.105669 -0.153037 -0.15 -0.62 1.00
H -6.969732 8.515729 1.604413 -0.03 0.23 -0.84
H -5.365890 9.281164 1.865593 0.08 0.17 -0.87
H -5.674079 7.660746 2.270121 0.25 -0.33 0.02
H -5.605295 5.394644 0.482800 0.22 0.16 0.20
H -6.185937 5.626423 -1.130576 0.15 0.64 -0.20
H -7.136643 6.203374 0.260249 -0.08 0.20 -0.15
C 8.959374 5.175407 -3.134062 -0.60 0.67 0.22
S 7.653031 5.217587 -1.856803 -1.13 0.53 -0.28
O 6.603247 6.224522 -2.302154 1.35 -0.92 0.30
C 6.903949 3.586366 -2.179253 0.75 -0.04 0.57
H 8.390912 5.305644 -4.054929 0.35 -0.38 -0.28
H 9.613502 4.306947 -3.056528 -0.35 -0.11 -0.14
H 9.568246 6.067088 -2.984834 -0.10 0.04 0.07
H 6.507285 3.241790 -1.224258 -0.38 0.19 -0.12
H 7.716671 2.893421 -2.397005 -0.09 -0.06 -0.36
H 6.140200 3.643029 -2.954867 0.20 0.09 0.03
```
Forces are in eV/Å.

Properties
Energy relative to the best compared isomer or geometry (same formula, charge and spin) (kJ/mol): 726.0
Net charge: 0
HOMO-LUMO gap (eV): 8.797
HOMO energy (Ha): -0.32024